Record 1
The following is a DFT calculation (the ωB97M-V functional and the def2-TZVPD basis) of a 6-piece molecular cluster, C27H79Cl2N13O6P4 overall.

```
131
C27H79Cl2N13O6P4 the ωB97M-V functional and the def2-TZVPD basis
C -2.543 -0.971 -0.336
N -3.411 -1.056 -1.462
C -4.620 -2.023 -1.241
P -3.346 0.093 -2.732
O -3.991 -0.408 -3.992
N -4.160 1.485 -2.067
C -5.635 1.432 -2.071
C -3.536 2.285 -1.037
N -1.660 0.473 -2.897
C -0.775 -0.621 -3.229
C -1.325 1.779 -3.477
H -1.598 -1.503 -0.441
H -3.037 -1.395 0.538
H -2.285 0.062 -0.101
H -4.524 -2.632 -0.343
H -4.677 -2.629 -2.145
H -5.540 -1.439 -1.206
H -6.020 1.529 -3.086
H -6.002 0.542 -1.560
H -6.073 2.239 -1.485
H -3.841 3.310 -1.249
H -3.925 2.029 -0.052
H -2.461 2.415 -1.167
H 0.254 -0.390 -2.955
H -0.968 -1.461 -2.561
H -0.893 -0.833 -4.292
H -1.948 2.614 -3.155
H -1.397 1.714 -4.562
H -0.290 2.039 -3.255
C 1.134 -8.398 0.739
N 0.215 -8.215 1.865
C -0.693 -9.273 2.149
P 0.476 -7.068 3.090
O -0.685 -6.906 4.001
N 1.903 -7.683 3.909
C 1.734 -8.447 5.166
C 3.193 -7.926 3.262
N 0.963 -5.594 2.295
C 0.170 -4.949 1.201
C 1.726 -4.634 3.075
H 1.523 -7.437 0.403
H 0.649 -8.831 -0.135
H 2.050 -8.932 0.992
H -0.462 -9.876 3.027
H -0.691 -9.944 1.290
H -1.747 -8.998 2.187
H 1.460 -9.455 4.854
H 2.598 -8.509 5.828
H 0.818 -8.060 5.612
H 3.229 -7.335 2.347
H 4.034 -7.626 3.887
H 3.214 -8.957 2.909
H -0.797 -4.671 1.620
H 0.587 -4.001 0.860
H -0.036 -5.628 0.374
H 1.019 -4.070 3.683
H 2.295 -4.022 2.375
H 2.509 -5.148 3.633
C 2.316 4.570 -4.965
N 1.440 4.806 -3.752
C 1.757 3.791 -2.719
P -0.090 5.465 -4.026
O -1.090 4.530 -4.574
N -0.552 6.070 -2.481
C 0.334 6.881 -1.626
C -1.934 5.911 -1.886
N 0.106 6.929 -4.934
C -0.705 7.185 -6.156
C 1.067 8.010 -4.604
H 3.292 4.176 -4.681
H 2.496 5.457 -5.572
H 1.812 3.825 -5.581
H 0.929 3.764 -2.010
H 2.711 4.014 -2.241
H 1.755 2.792 -3.155
H 0.013 6.754 -0.592
H 1.390 6.611 -1.656
H 0.345 7.948 -1.845
H -1.866 4.975 -1.332
H -2.258 6.779 -1.312
H -2.555 5.686 -2.753
H -0.345 8.064 -6.690
H -0.667 6.341 -6.845
H -1.725 7.318 -5.795
H 1.510 7.756 -3.640
H 0.750 9.048 -4.702
H 1.948 7.811 -5.214
C -1.846 -0.439 5.870
N -1.829 0.876 5.203
C -3.030 1.672 5.503
P -0.401 1.611 4.738
O 0.282 2.400 5.809
N 0.503 0.377 4.002
C 0.012 -0.568 2.989
C 1.916 0.299 4.255
N -0.858 2.678 3.471
C -1.805 2.421 2.390
C 0.169 3.659 3.092
H -2.597 -1.123 5.473
H -1.806 -0.408 6.959
H -0.911 -0.908 5.562
H -3.155 1.982 6.540
H -3.924 1.084 5.299
H -2.998 2.525 4.825
H 0.365 -0.371 1.977
H 0.354 -1.565 3.266
H -1.077 -0.558 2.935
H 2.143 1.096 4.963
H 2.296 -0.624 4.693
H 2.436 0.599 3.346
H -1.380 1.975 1.491
H -2.531 1.730 2.817
H -2.255 3.338 2.011
H -0.224 4.504 2.528
H 1.030 3.112 2.708
H 0.434 4.172 4.017
C 6.370 -1.386 -4.346
N 5.754 -0.617 -3.178
O 6.308 -0.638 -2.097
O 4.684 -0.073 -3.393
H 6.384 -2.443 -4.082
H 7.383 -1.064 -4.590
H 5.757 -1.236 -5.234
Cl 2.232 -1.667 0.372
C 3.415 -0.408 0.049
C 2.763 0.589 -0.990
Cl 1.558 1.654 -0.277
H 4.369 -0.883 -0.180
H 3.671 0.082 0.989
H 2.255 -0.020 -1.738
H 3.440 1.208 -1.578
```

For the calculated total energy, the calculation gives -123136.82082 eV. As for the spin multiplicity: 1. Its charge is 0. As for the energy above the lowest of the compared OMol25 structures with the same formula, charge and spin: 78.8 kcal per mole. As for the structure (SMILES): CN(C)P(=O)(N(C)C)N(C)C.CN(C)P(=O)(N(C)C)N(C)C.CN(C)P(=O)(N(C)C)N(C)C.CN(C)P(=O)(N(C)C)N(C)C.C[N+](=O)[O-].ClCCCl. The calculation puts the lowest unoccupied orbital energy at -0.44 eV. The value obtained for the HOMO energy is -0.289 Ha.

Results of the Löwdin charge analysis, in e, for atoms 1 through 99: -0.1651 -0.2853 -0.0394 0.6341 -0.3177 -0.3015 -0.1003 -0.1555 -0.2974 -0.1106 -0.1185 0.0620 0.0749 0.0529 0.0720 0.0699 0.0476 0.0829 0.0551 0.0788 0.0732 0.0816 0.0590 0.0654 0.0674 0.0894 0.0548 0.0878 0.0534 -0.1161 -0.3054 -0.1387 0.6231 -0.2969 -0.3120 -0.1074 -0.1353 -0.3048 -0.0872 -0.1291 0.0632 0.0843 0.0612 0.0774 0.0778 0.0822 0.0669 0.0798 0.0665 0.0636 0.0821 0.0720 0.0763 0.0380 0.0698 0.0797 0.0558 0.0684 -0.0860 -0.2894 -0.1596 0.5718 -0.2816 -0.2931 -0.1414 -0.0737 -0.3000 -0.1003 -0.1126 0.0757 0.0631 0.0789 0.0394 0.0829 0.0600 0.0736 0.0668 0.0654 0.0592 0.0815 0.0680 0.0745 0.0712 0.0745 0.0457 0.0864 0.0646 -0.1016 -0.3031 -0.1087 0.5731 -0.2988 -0.3040 -0.1102 -0.1223 -0.3050 -0.1341 -0.1127 0.0842

=====

Record 2
The following is a DFT calculation (the ωB97M-V functional and the def2-TZVPD basis) of an isolated molecule of C5H8BN3.

```
17
C5H8BN3 the ωB97M-V functional and the def2-TZVPD basis
B -0.535 0.009 -0.781
C -0.109 0.127 3.785
C 0.776 0.875 1.974
C 1.385 1.621 1.020
C -0.193 -0.894 0.488
C -0.737 -0.056 -2.264
N 0.512 1.187 3.325
N -0.427 -0.785 2.893
N 0.083 -0.271 1.760
H -0.402 0.068 4.806
H 1.754 0.913 0.225
H 1.712 2.656 1.152
H -0.917 -1.537 0.824
H 0.649 -1.448 0.279
H 0.092 0.171 -2.804
H -1.494 0.638 -2.745
H -0.969 -1.046 -2.585
```

For the calculated total energy, the calculation gives -10456.43085 eV. As for the spin multiplicity: 1. Its charge is 0. As for the energy above the lowest of the compared OMol25 structures with the same formula, charge and spin: 115.2 kcal per mole. The calculation puts the lowest unoccupied orbital energy (alpha / beta) at 0.05 / -0.82 eV. The value obtained for the HOMO energy (alpha / beta) is -0.286 / -0.258 Ha.

Charge distribution, Löwdin scheme, values in e: 0.0575 -0.2638 -0.3939 0.1010 -0.0925 -0.0715 0.1070 0.0962 -0.1420 0.0957 0.0715 0.0755 0.0830 0.0953 0.0279 0.0979 0.0552

=====

Record 3
The following is a DFT calculation (the ωB97M-V functional and the def2-TZVPD basis) of an isolated molecule of C4HI.

```
6
C4HI the ωB97M-V functional and the def2-TZVPD basis
C -0.955 1.509 -1.148
C -0.414 0.557 -0.610
C 0.124 -0.397 0.114
C 0.968 -1.509 0.836
I 1.695 -2.495 2.406
H -1.418 2.335 -1.598
```

For the calculated total energy, the calculation gives -12257.03656 eV. As for the spin multiplicity: 1. Its charge is 0. As for the energy above the lowest of the compared OMol25 structures with the same formula, charge and spin: 38.1 kcal per mole. As for the structure (SMILES): C#CC#CI. The calculation puts the lowest unoccupied orbital energy (alpha / beta) at -1.03 / -1.03 eV. The value obtained for the HOMO energy (alpha / beta) is -0.307 / -0.307 Ha.

Charge distribution, Löwdin scheme, values in e: 0.1620 -0.2504 -0.0963 -0.6893 0.8465 0.0275

=====

Record 4
The following is a DFT calculation (the ωB97M-V functional and the def2-TZVPD basis) of C31H25AlFO4 as an isolated structure.

```
62
C31H25AlFO4 the ωB97M-V functional and the def2-TZVPD basis
C 2.621 -5.385 5.072
C 1.568 -4.626 4.311
F 2.177 -3.440 3.815
C 0.381 -4.339 5.177
Al -0.873 -5.984 5.112
H 3.501 -5.500 4.441
H 2.905 -4.790 5.928
H 2.203 -6.337 5.359
H 1.224 -5.213 3.467
H -0.178 -3.494 4.793
H 0.688 -4.145 6.200
H 0.023 -7.264 4.654
H -1.981 -5.719 3.954
H -1.534 -6.283 6.558
C 1.337 0.072 -4.573
C 0.196 -0.239 -3.840
C 0.313 -0.820 -2.589
C 1.568 -1.095 -2.066
C 2.712 -0.801 -2.808
C 2.591 -0.211 -4.060
C 4.068 -1.127 -2.279
O 5.062 -0.865 -2.927
C 4.162 -1.781 -0.947
C 5.411 -2.136 -0.456
C 5.519 -2.730 0.790
C 4.382 -2.965 1.556
C 3.132 -2.619 1.075
C 3.016 -2.033 -0.181
C 1.666 -1.690 -0.701
O 0.664 -1.871 -0.042
H 1.245 0.532 -5.548
H -0.784 -0.028 -4.249
H -0.570 -1.068 -2.016
H 3.482 0.024 -4.626
H 6.293 -1.947 -1.052
H 6.493 -3.010 1.168
H 4.463 -3.422 2.533
H 2.255 -2.807 1.674
C -1.550 2.037 0.813
C -1.351 1.466 -0.440
C -1.862 2.078 -1.570
C -2.583 3.259 -1.456
C -2.799 3.823 -0.195
C -2.273 3.211 0.936
C -3.600 5.068 -0.042
O -3.784 5.569 1.048
C -4.180 5.685 -1.270
C -4.973 6.819 -1.148
C -5.510 7.412 -2.277
C -5.250 6.880 -3.536
C -4.463 5.749 -3.663
C -3.932 5.143 -2.532
C -3.109 3.909 -2.686
O -2.882 3.450 -3.787
H -1.144 1.558 1.694
H -0.794 0.544 -0.528
H -1.703 1.643 -2.546
H -2.435 3.656 1.908
H -5.169 7.229 -0.167
H -6.131 8.292 -2.179
H -5.666 7.348 -4.418
H -4.260 5.328 -4.638
```

For the calculated total energy, the calculation gives -50059.22536 eV. As for the spin multiplicity: 1. Its charge is -1. The calculation puts the lowest unoccupied orbital energy at 0.28 eV. The value obtained for the HOMO energy is -0.185 Ha.

Charge distribution, Löwdin scheme, values in e: -0.0812 -0.5213 -0.0919 -0.3045 0.1593 0.0653 0.0724 0.0477 0.0992 0.0352 0.0326 -0.1366 -0.1611 -0.1701 -0.0587 -0.0634 -0.0227 -0.0789 -0.0812 -0.0053 -0.2794 0.0939 -0.0904 -0.0125 -0.0565 -0.0395 0.0151 -0.0747 -0.2751 0.1148 0.1051 0.1063 0.1156 0.1176 0.1156 0.1041 0.1037 0.1092 -0.0363 -0.0339 0.0073 -0.0827 -0.0854 0.0016 -0.2778 0.1039 -0.0812 -0.0052 -0.0626 -0.0629 -0.0057 -0.0819 -0.2769 0.1010 0.1154 0.0853 0.1031 0.1205 0.1192 0.1047 0.1045 0.1187